C20H28FN3O6S | ωB97M-V/def2-TZVPD

## Properties
Structure (SMILES): O=C(CN(C[C@@H]1CCCO1)C(=O)CNS(=O)(=O)c1ccc(F)cc1)NC[C@@H]1CCCO1
Relative energy (zero: lowest compared OMol25 entry of this formula, charge and spin) in eV: 1.1166
Kohn-Sham gap in eV: 9.370
HOMO energy in eV: -8.938

```
! wB97M-V def2-TZVPD RIJCOSX def2/J DEFGRID3
* xyz 0 1
O -3.67949 -1.21400 2.77878
C -2.63099 -1.00662 2.19558
N -2.44794 -1.18065 0.88113
H -1.55836 -0.97070 0.44712
C -3.47080 -1.75048 0.03981
H -4.40509 -1.71591 0.60627
H -3.56570 -1.15252 -0.87032
C -3.19117 -3.21523 -0.36952
H -4.13049 -3.62879 -0.75306
C -2.60694 -4.05151 0.77730
H -2.92048 -3.67422 1.74744
H -2.94217 -5.08420 0.68129
C -1.09120 -3.95625 0.55664
H -0.61702 -4.93058 0.66201
C -0.95525 -3.42301 -0.88221
H -0.46786 -2.44147 -0.89591
H -0.39601 -4.10070 -1.53354
O -2.26061 -3.31708 -1.42581
H -0.61793 -3.27203 1.25849
C -1.39598 -0.53381 2.97130
N -0.46072 0.28598 2.22487
C 0.70257 -0.29400 1.84044
O 0.92031 -1.47475 2.05553
C 1.85092 0.55494 1.28100
N 1.57929 1.47308 0.20417
S 0.64112 0.91707 -1.04322
O -0.14765 -0.20784 -0.60627
O -0.04814 2.05363 -1.58296
C 1.87279 0.33010 -2.18655
C 2.38296 1.19625 -3.13448
C 3.37522 0.75557 -3.99220
C 3.82814 -0.54845 -3.86398
C 3.32138 -1.42228 -2.91541
C 2.32740 -0.96943 -2.06506
H 1.89305 -1.61484 -1.31798
H 3.70160 -2.42944 -2.85469
F 4.79386 -0.98059 -4.69167
H 3.79677 1.39750 -4.74911
H 1.98689 2.19703 -3.19307
H 1.30557 2.39657 0.53016
H 2.27870 1.12231 2.11169
H 2.60201 -0.16578 0.93955
C -0.95911 1.59539 1.85499
H -0.84513 1.75901 0.78062
H -2.03070 1.58229 2.06300
C -0.30482 2.77231 2.62228
C -1.34133 3.78571 3.11530
H -2.23768 3.31987 3.51547
C -1.59519 4.60042 1.84647
H -1.89450 5.62321 2.06188
C -0.24067 4.53923 1.12429
H -0.35427 4.27813 0.06627
H 0.31506 5.47776 1.20024
O 0.54257 3.54279 1.78404
H -2.36915 4.13078 1.24058
H -0.89383 4.41464 3.88591
H 0.31934 2.37857 3.43050
H -1.73851 0.01273 3.85498
H -0.86090 -1.42890 3.30358
*
```

***

C20H28FNO5S | ωB97M-V/def2-TZVPD

## Properties
Structure (SMILES): CCOC(=O)C1(C[C@H]2CCCCO2)CCN(S(=O)(=O)c2cccc(F)c2)CC1
Relative energy (zero: lowest compared OMol25 entry of this formula, charge and spin) in eV: 0.1384
Kohn-Sham gap in eV: 9.898
HOMO energy in eV: -9.335

```
! wB97M-V def2-TZVPD RIJCOSX def2/J DEFGRID3
* xyz 0 1
C 1.48004 4.37345 0.44968
C 2.57565 3.50374 -0.14956
H 3.37852 3.35275 0.57958
H 2.97735 3.94922 -1.06188
O 2.06794 2.23016 -0.55036
C 1.98295 1.28509 0.38797
O 2.31623 1.45514 1.53354
C 1.45749 -0.02684 -0.18264
C 0.25405 0.24137 -1.10294
H 0.52870 0.95098 -1.88336
C -0.93456 0.79188 -0.31361
N -1.31030 -0.06192 0.79128
S -2.25702 -1.37221 0.34609
O -1.92126 -1.88862 -0.95220
O -2.29264 -2.28243 1.45067
C -3.84700 -0.54704 0.22928
C -4.45300 -0.38748 -1.00055
C -5.67202 0.26843 -1.04126
C -6.27926 0.75328 0.10467
C -5.64939 0.57508 1.32622
C -4.42764 -0.07498 1.39080
H -3.91725 -0.23502 2.32610
H -6.11596 0.94409 2.22630
H -7.23077 1.25589 0.03031
F -6.28296 0.44375 -2.22666
H -3.98719 -0.77694 -1.89150
C -0.21293 -0.35646 1.68887
C 0.98977 -0.94827 0.95388
H 1.79043 -1.11258 1.67187
H 0.69386 -1.90816 0.52623
H -0.59257 -1.06804 2.42229
H 0.06829 0.56939 2.19804
H -1.80804 0.88538 -0.96227
H -0.69812 1.77951 0.09710
H -0.04729 -0.69874 -1.56675
C 2.58367 -0.67372 -1.02076
H 2.52594 -0.28838 -2.04053
H 2.41854 -1.75070 -1.07062
C 4.03229 -0.43959 -0.57186
C 4.38844 -1.05130 0.78572
C 5.88671 -0.90424 1.05253
C 6.67461 -1.49073 -0.11482
C 6.20022 -0.82970 -1.40753
H 6.68221 -1.27511 -2.28066
O 4.81859 -1.00690 -1.60836
H 6.43877 0.24656 -1.37953
H 7.74497 -1.32513 0.01297
H 6.49214 -2.56486 -0.17838
H 6.15078 -1.40692 1.98447
H 6.13189 0.15576 1.16049
H 3.82982 -0.54147 1.56929
H 4.11828 -2.10893 0.77882
H 4.24384 0.64472 -0.53136
H 1.10517 3.92036 1.36431
H 1.88133 5.35514 0.68403
H 0.65938 4.48421 -0.25537
*
```